Record 1
Computed, not measured: 5 unconnected molecules or ions with the total composition C20H41INO13PSi, with ωB97M-V/def2-TZVPD.

Summary:
relative energy (zero: lowest compared OMol25 entry of this formula, charge and spin)	0.0	kcal per mole
SMILES	C=C[Si@@H](CC(=O)I)[PH2]=N.CCOC(=O)OC.CCOC(=O)OC.CCOC(=O)OC.CCOC(=O)OC
M	689.51	g/mol
E_LUMO	-0.5	eV
orbital gap	8.45	eV

ORCA input file:
```
! wB97M-V def2-TZVPD RIJCOSX def2/J DEFGRID3
* xyz 0 1
C 3.174 -3.424 -2.757
C 4.119 -2.448 -2.729
Si 3.795 -0.647 -2.894
C 5.118 0.188 -3.993
C 6.454 0.035 -3.348
O 7.165 -0.905 -3.455
I 7.022 1.724 -2.111
P 1.697 -0.218 -3.607
N 0.797 0.041 -2.323
H 2.586 -3.632 -3.648
H 3.004 -4.055 -1.887
H 5.156 -2.732 -2.526
H 3.897 -0.063 -1.544
H 4.872 1.235 -4.160
H 5.145 -0.368 -4.932
H 1.716 0.908 -4.461
H 1.149 -1.311 -4.314
H 1.355 -0.025 -1.480
C -1.642 1.921 -4.013
C -0.880 3.011 -4.728
O -1.730 4.097 -5.131
C -2.079 4.935 -4.156
O -1.729 4.872 -3.005
O -2.884 5.863 -4.673
C -3.396 6.797 -3.719
H -2.480 1.574 -4.621
H -0.986 1.079 -3.796
H -2.049 2.279 -3.068
H -0.449 2.630 -5.654
H -0.063 3.392 -4.114
H -2.589 7.254 -3.150
H -4.093 6.303 -3.044
H -3.918 7.557 -4.292
C -0.638 3.750 0.900
C 0.584 2.890 0.663
O 1.457 2.864 1.807
C 1.064 2.079 2.808
O 0.078 1.388 2.827
O 1.957 2.186 3.793
C 1.627 1.446 4.973
H -0.342 4.752 1.214
H -1.226 3.825 -0.015
H -1.265 3.327 1.684
H 1.180 3.309 -0.146
H 0.309 1.875 0.380
H 1.430 0.402 4.740
H 0.761 1.884 5.465
H 2.489 1.515 5.630
C -1.388 0.465 9.945
C -0.185 -0.397 10.257
O -0.311 -1.718 9.705
C -0.082 -1.814 8.397
O 0.234 -0.914 7.662
O -0.269 -3.082 8.034
C -0.128 -3.320 6.630
H -2.304 -0.030 10.272
H -1.305 1.425 10.455
H -1.470 0.648 8.875
H -0.093 -0.548 11.331
H 0.739 0.062 9.906
H 0.827 -2.948 6.266
H -0.943 -2.849 6.083
H -0.175 -4.397 6.501
C -3.667 -6.493 -2.939
C -3.097 -5.924 -4.220
O -3.214 -4.494 -4.273
C -2.327 -3.819 -3.541
O -1.442 -4.304 -2.880
O -2.580 -2.522 -3.673
C -1.746 -1.667 -2.874
H -4.696 -6.161 -2.802
H -3.648 -7.582 -2.970
H -3.091 -6.162 -2.076
H -3.660 -6.286 -5.079
H -2.055 -6.214 -4.358
H -0.696 -1.880 -3.038
H -1.985 -1.785 -1.819
H -1.963 -0.649 -3.169
*
```

Atomic partial charges in e from the Löwdin method, atoms 1 to 8: C -0.04; C -0.30; Si 0.53; C -0.34; C -0.94; O 0.01; I 0.78; P 0.59

Record 2
Computed, not measured: a molecular structure, C68H172F9N14O20Sr, with ωB97M-V/def2-TZVPD.

Summary:
M	1764.80	g/mol
E_LUMO	1.5	eV
orbital gap	5.90	eV

ORCA input file:
```
! wB97M-V def2-TZVPD RIJCOSX def2/J DEFGRID3
* xyz -1 1
Sr 3.144 -4.057 -0.891
C 1.792 -0.988 0.842
O 1.031 -0.872 -0.378
O 2.790 -1.927 0.535
C 2.374 0.379 1.467
F 3.136 0.231 2.572
F 3.146 0.920 0.581
F 1.368 1.231 1.733
C -0.225 -0.176 -0.324
C -0.962 -0.552 -1.589
H -0.367 -0.127 -2.398
H -1.097 -1.627 -1.707
H -1.973 -0.146 -1.547
H -0.035 0.893 -0.227
H -0.837 -0.509 0.514
H 1.128 -1.478 1.554
C -0.665 -6.241 -4.425
O -0.103 -7.483 -4.860
O 0.362 -5.370 -4.194
C -1.987 -5.813 -5.209
F -2.372 -4.595 -4.749
F -1.810 -5.780 -6.537
F -3.003 -6.618 -4.939
C -0.760 -8.681 -4.557
C 0.274 -9.754 -4.285
H -0.218 -10.717 -4.148
H 1.000 -9.762 -5.098
H 0.708 -9.534 -3.309
H -1.389 -9.058 -5.363
H -1.388 -8.696 -3.667
H -0.965 -6.590 -3.436
C 3.230 -1.751 -3.600
O 2.274 -1.836 -4.713
O 3.616 -3.124 -3.295
C 4.351 -0.733 -3.953
F 3.795 0.359 -4.523
F 5.067 -0.306 -2.906
F 5.197 -1.156 -4.922
C 0.881 -1.404 -4.601
C 0.112 -1.736 -5.853
H 0.553 -1.141 -6.653
H 0.276 -2.793 -6.066
H -0.967 -1.591 -5.790
H 0.814 -0.346 -4.345
H 0.347 -1.967 -3.836
H 2.627 -1.335 -2.793
C -4.859 -7.516 -2.077
C -5.162 -6.280 -1.146
C -5.276 -5.032 -1.951
O -5.498 -3.902 -1.061
C -5.467 -2.647 -1.734
N -6.412 -6.519 -0.481
H -4.034 -7.230 -2.729
H -5.651 -7.898 -2.722
H -4.487 -8.341 -1.469
H -4.457 -6.194 -0.320
H -6.085 -5.152 -2.672
H -4.412 -4.941 -2.609
H -6.033 -2.663 -2.666
H -4.484 -2.266 -2.009
H -5.889 -1.954 -1.005
H -6.614 -5.548 -0.289
H -7.029 -6.733 -1.252
C -0.624 5.644 -3.543
C -0.673 5.274 -2.051
C 0.593 4.523 -1.545
O 0.623 3.224 -2.152
C 1.686 2.330 -1.884
N -1.145 6.408 -1.283
H 0.257 6.237 -3.790
H -1.518 6.212 -3.800
H -0.624 4.785 -4.213
H -1.476 4.564 -1.853
H 0.474 4.437 -0.465
H 1.455 5.166 -1.724
H 1.773 2.187 -0.807
H 2.612 2.724 -2.300
H 1.516 1.316 -2.247
H -1.040 6.254 -0.291
H -0.630 7.248 -1.506
C 3.708 4.255 0.404
C 3.225 5.705 0.552
C 2.539 6.150 1.882
O 1.269 5.474 1.843
C 0.167 6.324 2.288
N 4.389 6.503 0.468
H 4.621 4.071 0.971
H 4.061 4.046 -0.606
H 2.907 3.535 0.574
H 2.645 6.032 -0.311
H 2.460 7.231 1.997
H 3.084 5.745 2.735
H 0.223 6.723 3.301
H -0.704 5.673 2.218
H 0.082 7.060 1.488
H 4.256 7.504 0.447
H 4.907 6.326 -0.380
C 6.430 -3.035 -1.226
C 6.575 -4.370 -0.465
C 7.934 -4.418 0.347
O 7.840 -5.561 1.201
C 9.110 -5.917 1.820
N 5.378 -4.449 0.325
H 7.401 -2.680 -1.572
H 6.010 -2.237 -0.614
H 5.907 -3.098 -2.181
H 6.511 -5.232 -1.129
H 8.063 -3.516 0.945
H 8.675 -4.441 -0.452
H 9.797 -6.413 1.134
H 8.881 -6.577 2.657
H 9.659 -5.092 2.273
H 5.544 -3.740 1.025
H 5.524 -5.345 0.768
C -1.608 -4.688 -0.891
C -0.300 -4.201 -0.363
C 0.428 -5.388 0.434
O 1.668 -5.081 1.077
C 1.435 -4.629 2.430
N 0.528 -3.906 -1.582
H -2.046 -3.913 -1.519
H -2.330 -4.999 -0.136
H -1.534 -5.555 -1.547
H -0.533 -3.365 0.297
H 0.714 -6.174 -0.265
H -0.349 -5.854 1.040
H 2.464 -4.697 2.782
H 0.846 -5.344 3.005
H 1.018 -3.622 2.400
H 0.247 -4.636 -2.221
H 0.217 -3.058 -2.034
C -2.683 -2.836 2.221
C -3.248 -2.087 3.409
C -2.135 -1.227 4.086
O -0.906 -1.904 4.167
C 0.158 -1.100 4.642
N -4.292 -1.123 3.102
H -3.443 -3.415 1.696
H -1.861 -3.506 2.473
H -2.375 -2.177 1.409
H -3.514 -2.850 4.141
H -2.490 -0.980 5.086
H -1.972 -0.311 3.517
H 0.232 -0.299 3.906
H 1.094 -1.656 4.694
H -0.124 -0.731 5.628
H -3.819 -0.305 2.744
H -4.913 -0.795 3.827
C -2.502 4.491 -7.092
C -3.157 3.130 -7.077
C -2.461 2.149 -6.069
O -1.125 1.896 -6.503
C -0.164 2.077 -5.435
N -4.563 3.266 -6.750
H -2.649 4.937 -8.076
H -1.421 4.391 -6.990
H -2.865 5.163 -6.315
H -3.087 2.660 -8.058
H -3.047 1.241 -5.927
H -2.408 2.554 -5.058
H -0.453 1.607 -4.495
H 0.195 3.100 -5.322
H 0.673 1.436 -5.716
H -4.784 2.335 -6.426
H -4.679 3.774 -5.885
C -1.772 2.528 1.984
C -3.230 2.593 1.860
C -3.824 3.793 0.967
O -3.259 5.040 1.326
C -3.940 6.125 0.738
N -3.622 1.236 1.421
H -1.446 1.774 2.701
H -1.381 3.472 2.363
H -1.142 2.384 1.106
H -3.677 2.670 2.851
H -4.907 3.828 1.084
H -3.611 3.587 -0.082
H -4.995 6.170 1.011
H -3.896 6.093 -0.350
H -3.408 7.034 1.018
H -3.134 1.124 0.544
H -4.585 1.242 1.116
C 7.853 -0.541 1.163
C 7.211 0.759 1.695
C 7.360 1.957 0.730
O 8.799 2.175 0.618
C 9.072 3.460 0.037
N 5.811 0.503 1.948
H 7.592 -1.421 1.751
H 8.942 -0.523 1.108
H 7.526 -0.696 0.135
H 7.689 0.977 2.650
H 6.884 2.863 1.104
H 6.885 1.805 -0.239
H 8.717 4.288 0.651
H 8.630 3.579 -0.952
H 10.148 3.597 -0.066
H 5.185 0.156 1.235
H 5.321 1.358 2.170
C 6.100 -3.468 4.208
C 4.840 -3.050 3.586
C 4.070 -2.199 4.528
O 3.887 -2.677 5.889
C 3.135 -1.814 6.734
N 5.198 -2.472 2.312
H 6.596 -4.153 3.520
H 5.874 -4.068 5.090
H 6.647 -2.565 4.482
H 4.246 -3.937 3.368
H 3.099 -1.933 4.111
H 4.622 -1.262 4.615
H 3.274 -0.741 6.606
H 3.418 -2.056 7.759
H 2.059 -1.974 6.665
H 5.691 -1.594 2.395
H 4.325 -2.229 1.867
C 2.118 2.729 4.631
C 3.594 3.122 4.448
C 4.452 2.320 5.427
O 4.133 2.853 6.725
C 5.018 2.493 7.737
N 3.915 2.817 3.096
H 2.109 1.639 4.638
H 1.563 3.041 3.747
H 1.677 3.110 5.552
H 3.692 4.166 4.747
H 5.521 2.425 5.242
H 4.302 1.249 5.289
H 4.671 2.931 8.672
H 6.033 2.787 7.469
H 4.895 1.422 7.899
H 3.707 1.829 3.068
H 3.377 3.359 2.435
C -7.666 0.555 -0.822
C -7.041 1.911 -0.515
C -7.893 3.098 -0.896
O -6.984 4.234 -0.843
C -7.703 5.437 -1.014
N -6.713 2.009 0.872
H -8.611 0.441 -0.291
H -6.959 -0.138 -0.366
H -7.738 0.243 -1.864
H -6.079 2.100 -0.991
H -8.763 3.190 -0.245
H -8.396 3.049 -1.862
H -8.190 5.633 -0.059
H -8.506 5.388 -1.749
H -7.031 6.280 -1.179
H -6.620 3.013 0.915
H -7.534 1.859 1.440
C -1.682 2.196 5.791
C -2.536 2.991 6.715
C -1.973 4.404 7.009
O -0.951 4.423 7.995
C 0.160 5.239 7.732
N -3.867 3.151 6.107
H -2.104 1.193 5.851
H -0.641 2.201 6.115
H -1.677 2.463 4.735
H -2.588 2.521 7.697
H -2.685 5.119 7.421
H -1.579 4.757 6.056
H 0.534 5.068 6.723
H 0.998 5.089 8.413
H -0.115 6.292 7.787
H -3.842 3.735 5.284
H -4.077 2.238 5.729
C -4.539 -1.607 -5.127
C -5.935 -1.154 -5.610
C -5.862 0.284 -6.169
O -5.538 1.294 -5.163
C -6.370 1.275 -4.005
N -6.531 -2.114 -6.561
H -3.922 -1.760 -6.012
H -4.627 -2.565 -4.615
H -4.042 -0.914 -4.449
H -6.591 -1.246 -4.744
H -6.865 0.511 -6.531
H -5.244 0.353 -7.065
H -7.394 0.988 -4.245
H -6.283 2.244 -3.513
H -6.038 0.565 -3.248
H -6.167 -2.177 -7.501
H -7.488 -1.842 -6.738
*
```

Atomic partial charges in e from the Löwdin method, atoms 1 to 8: Sr 1.53; C -0.37; O -0.10; O -0.34; C -0.57; F 0.10; F 0.17; F 0.13

Look up the E_LUMO of the second one. 1.5 eV